C15H14N2OS2 | ωB97M-V/def2-TZVPD

## Properties
HOMO level = -8.1 eV
calculated total energy = -1561.111455 Eh
structure (SMILES) = O=C1CN=C(c2cccs2)c2c(sc3c2CCCC3)N1
lowest unoccupied orbital energy = 0.010 Ha
energy relative to the best compared isomer or geometry (same formula, charge and spin) = 0.0 kJ/mol
HOMO-LUMO gap = 8.4 eV

ORCA input file:
```
! RIJCOSX wB97M-V def2-TZVPD def2/J DEFGRID3
* xyz 0 1
O -0.08 -4.64 2.25
C 0.02 -3.62 1.62
C 0.35 -3.64 0.12
N -0.60 -2.84 -0.69
C -0.76 -1.55 -0.43
C -1.82 -0.81 -1.14
C -2.66 0.10 -0.56
C -3.49 0.71 -1.56
C -3.27 0.24 -2.81
S -2.08 -1.04 -2.89
C 0.08 -0.83 0.54
C 0.36 -1.29 1.83
S 1.37 -0.20 2.76
C 1.34 0.94 1.40
C 0.69 0.48 0.28
C 0.68 1.27 -1.02
C 1.24 2.68 -0.89
C 2.39 2.78 0.15
C 2.02 2.24 1.51
N -0.02 -2.46 2.35
H 1.32 -3.19 -0.07
H 0.39 -4.69 -0.22
H -2.70 0.36 0.50
H -4.16 1.53 -1.30
H -3.78 0.58 -3.70
H 1.31 0.70 -1.73
H -0.33 1.31 -1.45
H 1.44 3.06 -1.90
H 0.47 3.31 -0.45
H 2.74 3.81 0.21
H 3.23 2.19 -0.22
H 1.33 2.91 2.04
H 2.89 2.17 2.13
H 0.12 -2.57 3.33
*
```

C3H11N2O | ωB97M-V/def2-TZVPD

## Properties
HOMO level = -14.3 eV
calculated total energy = -305.303315 Eh
lowest unoccupied orbital energy = -0.126 Ha
energy relative to the best compared isomer or geometry (same formula, charge and spin) = 392.3 kJ/mol
HOMO-LUMO gap = 10.8 eV

ORCA input file:
```
! RIJCOSX wB97M-V def2-TZVPD def2/J DEFGRID3
* xyz 1 1
C -0.88 -1.35 0.35
C 0.53 -0.54 -1.63
C 0.23 -0.39 -0.22
N -1.00 2.07 0.86
N 1.17 -0.13 0.67
O -0.82 1.21 -0.22
H -1.90 -1.12 0.04
H -0.63 -2.32 -0.23
H -0.93 -1.65 1.41
H 1.05 -1.47 -1.77
H -0.51 -0.61 -2.18
H 1.15 0.25 -2.13
H -1.32 2.94 0.57
H -1.83 1.90 1.54
H 1.04 -0.50 1.62
H -0.15 2.23 1.45
H 2.11 0.15 0.49
*
```

C29H72F30N4O4P6 | ωB97M-V/def2-TZVPD

## Properties
HOMO level = -9.6 eV
calculated total energy = -6713.226598 Eh
lowest unoccupied orbital energy = -0.063 Ha
energy relative to the best compared isomer or geometry (same formula, charge and spin) = 0.0 kJ/mol
HOMO-LUMO gap = 7.9 eV

ORCA input file:
```
! RIJCOSX wB97M-V def2-TZVPD def2/J DEFGRID3
* xyz 0 1
C -3.25 16.44 -17.45
C -4.54 16.42 -18.28
C -5.63 15.49 -17.76
C -6.88 15.33 -18.67
P -8.23 14.43 -17.87
C -9.67 14.25 -18.94
C -9.36 13.54 -20.27
C -10.40 13.84 -21.34
C -11.79 13.21 -21.12
C -8.65 15.21 -16.30
C -9.14 16.66 -16.30
C -9.14 17.19 -14.87
C -10.13 16.53 -13.90
C -7.56 12.78 -17.40
C -8.73 11.80 -17.15
C -8.18 10.40 -16.73
C -7.52 10.51 -15.34
H -3.26 17.14 -16.61
H -2.32 16.63 -17.98
H -3.19 15.44 -17.01
H -4.38 16.21 -19.34
H -4.93 17.45 -18.30
H -6.02 15.96 -16.85
H -5.29 14.48 -17.49
H -6.48 14.72 -19.50
H -7.24 16.29 -19.02
H -10.05 15.26 -19.16
H -10.45 13.79 -18.34
H -9.37 12.45 -20.13
H -8.34 13.71 -20.62
H -10.01 13.39 -22.26
H -10.43 14.89 -21.66
H -12.30 13.32 -22.08
H -12.30 13.69 -20.29
H -11.73 12.13 -20.96
H -7.71 15.16 -15.74
H -9.33 14.48 -15.85
H -10.03 16.85 -16.90
H -8.39 17.29 -16.79
H -9.55 18.21 -14.94
H -8.18 17.30 -14.37
H -10.27 15.45 -14.04
H -11.15 16.90 -14.05
H -9.88 16.70 -12.86
H -6.84 13.06 -16.63
H -6.96 12.38 -18.22
H -9.24 11.67 -18.11
H -9.42 12.08 -16.36
H -7.46 10.03 -17.46
H -9.01 9.69 -16.80
H -8.17 10.97 -14.59
H -6.61 11.11 -15.34
H -7.25 9.53 -14.95
C -5.57 14.34 -6.03
C -6.84 14.28 -5.22
C -6.58 14.40 -3.72
O -7.85 14.60 -3.11
C -7.74 15.04 -1.77
N -7.84 15.37 -5.67
H -7.39 16.20 -6.04
H -8.43 14.93 -6.37
H -8.40 15.62 -4.86
H -4.88 13.54 -5.78
H -5.03 15.29 -6.09
H -5.83 14.16 -7.08
H -7.47 13.41 -5.38
H -5.91 15.26 -3.58
H -6.06 13.54 -3.29
H -8.77 15.15 -1.44
H -7.26 16.02 -1.71
H -7.16 14.35 -1.16
C -7.36 11.56 -11.79
C -6.09 11.38 -10.98
O -5.11 10.83 -11.37
N -5.87 12.33 -9.83
H -5.26 13.12 -10.10
H -6.75 12.77 -9.56
C -5.18 11.62 -8.68
H -7.11 11.43 -12.84
H -7.61 12.61 -11.66
H -8.15 10.89 -11.45
H -5.75 10.74 -8.39
H -5.25 12.37 -7.90
H -4.16 11.37 -8.93
C -5.32 7.42 -12.15
C -4.64 6.11 -12.33
O -4.13 5.71 -13.32
N -4.54 5.29 -11.05
H -3.63 4.83 -10.96
H -4.54 5.95 -10.27
C -5.76 4.41 -10.92
H -6.26 7.15 -11.67
H -5.43 7.90 -13.12
H -4.73 8.14 -11.57
H -5.67 3.56 -11.59
H -6.63 5.02 -11.17
H -5.86 4.00 -9.93
C -11.67 10.20 -14.24
C -11.53 10.81 -12.87
O -10.53 10.74 -12.26
N -12.72 11.60 -12.32
H -13.16 11.96 -13.17
H -13.33 10.94 -11.84
C -12.26 12.73 -11.40
H -12.43 9.46 -14.44
H -10.66 9.95 -14.55
H -11.84 11.10 -14.87
H -13.10 13.36 -11.12
H -11.58 13.30 -12.02
H -11.68 12.26 -10.62
P -6.22 10.58 -4.70
F -5.41 9.84 -3.50
F -7.54 9.73 -4.37
F -6.76 11.76 -3.71
F -6.90 11.33 -5.96
F -4.86 11.47 -4.97
F -5.63 9.44 -5.72
P -9.42 13.71 -8.82
F -10.96 13.35 -8.48
F -9.84 14.14 -10.33
F -9.62 15.23 -8.32
F -7.84 14.03 -9.11
F -8.99 13.31 -7.30
F -9.20 12.20 -9.31
P -8.42 8.01 -9.74
F -9.78 8.87 -9.66
F -9.29 6.64 -9.97
F -8.40 8.17 -11.35
F -7.12 7.01 -9.74
F -7.38 9.25 -9.57
F -8.41 7.93 -8.11
P -2.67 14.61 -9.31
F -4.17 14.95 -9.86
F -3.25 13.95 -7.93
F -2.77 13.20 -10.08
F -1.17 14.14 -8.82
F -1.97 15.27 -10.61
F -2.62 16.05 -8.60
P -5.22 14.35 -13.64
F -3.94 15.12 -13.13
F -5.87 15.80 -13.99
F -4.72 14.10 -15.17
F -6.65 13.60 -14.09
F -4.53 12.90 -13.28
F -5.83 14.28 -12.12
*
```

C4H2F2O | ωB97M-V/def2-TZVPD

## Properties
HOMO level (spin up / spin down) = -11.2 / -11.3 eV
calculated total energy = -428.267742 Eh
lowest unoccupied orbital energy (spin up / spin down) = -0.101 / -0.101 Ha
energy relative to the best compared isomer or geometry (same formula, charge and spin) = 751.2 kJ/mol
HOMO-LUMO gap (spin up / spin down) = 8.5 / 8.5 eV

ORCA input file:
```
! RIJCOSX wB97M-V def2-TZVPD def2/J DEFGRID3
* xyz 0 1
C 0.41 -0.13 -2.32
C 0.37 -0.30 -1.02
C -0.10 0.59 0.16
C 0.23 -0.81 0.31
O -1.31 1.23 0.21
F -0.52 -1.81 0.70
F 2.20 -0.71 1.16
H 0.72 1.33 0.19
H -2.00 0.60 0.61
*
```

C4H5NO3 | ωB97M-V/def2-TZVPD

## Properties
HOMO level = -10.1 eV
calculated total energy = -435.710250 Eh
lowest unoccupied orbital energy = -0.026 Ha
energy relative to the best compared isomer or geometry (same formula, charge and spin) = 552.0 kJ/mol
HOMO-LUMO gap = 9.4 eV

ORCA input file:
```
! RIJCOSX wB97M-V def2-TZVPD def2/J DEFGRID3
* xyz 0 1
C 1.30 0.68 0.60
C 0.80 -0.63 0.66
C -0.30 -1.32 0.08
C -1.46 -0.76 -0.72
H 2.47 0.70 2.44
H 2.73 2.28 1.29
H 1.42 -1.65 1.23
H -0.38 -2.28 0.59
H -0.57 0.82 -1.24
N 2.08 1.03 1.47
O 0.94 1.52 -0.32
O -1.28 0.48 -1.21
O -2.44 -1.37 -0.76
*
```

C19H20N8O | ωB97M-V/def2-TZVPD

## Properties
HOMO level = -8.3 eV
calculated total energy = -1249.333249 Eh
structure (SMILES) = O=c1[nH]c2ncc(-c3ccc(-c4nnn[nH]4)cc3)nc2n1CC1CCCCC1
lowest unoccupied orbital energy = -0.019 Ha
energy relative to the best compared isomer or geometry (same formula, charge and spin) = 0.0 kJ/mol
HOMO-LUMO gap = 7.8 eV

ORCA input file:
```
! RIJCOSX wB97M-V def2-TZVPD def2/J DEFGRID3
* xyz 0 1
O -0.43 -1.68 4.80
C 0.20 -1.50 3.79
N 1.57 -1.54 3.75
C 1.96 -1.26 2.48
N 3.19 -1.03 2.10
C 3.27 -0.76 0.77
C 2.14 -0.66 -0.14
C 2.31 -0.42 -1.62
C 3.53 -0.09 -2.21
C 3.66 -0.01 -3.57
C 2.59 -0.29 -4.42
C 2.74 -0.25 -5.87
N 3.87 -0.17 -6.46
N 3.70 -0.28 -7.84
N 2.44 -0.38 -8.10
N 1.84 -0.42 -6.88
C 1.34 -0.50 -3.83
C 1.19 -0.52 -2.48
N 0.89 -0.83 0.39
C 0.82 -1.15 1.69
N -0.27 -1.42 2.52
C -1.65 -1.25 2.09
C -2.25 0.09 2.55
C -3.77 -0.05 2.63
C -4.35 1.31 3.09
C -3.97 2.41 2.09
C -2.45 2.54 1.93
C -1.76 1.20 1.58
H 2.15 -1.65 4.54
H 4.28 -0.58 0.40
H 4.39 0.17 -1.61
H 4.66 0.24 -3.99
H 0.84 -0.46 -6.71
H 0.46 -0.66 -4.44
H 0.22 -0.76 -2.08
H -1.74 -1.31 1.05
H -2.27 -2.05 2.49
H -1.95 0.30 3.58
H -4.16 -0.31 1.63
H -4.05 -0.83 3.31
H -4.01 1.55 4.11
H -5.43 1.24 3.11
H -4.43 2.19 1.12
H -4.41 3.35 2.45
H -2.00 2.93 2.84
H -2.20 3.31 1.17
H -2.00 0.89 0.54
H -0.69 1.33 1.67
*
```